(1)
Formula: C33H33BCl2N10NiOSi
Source: OMol25
Level of theory: ωB97M-V/def2-TZVPD

## Properties
- gap between HOMO and LUMO (spin up / spin down) (eV) = 6.22 / 5.83
- <S²> = 3.776
- total charge = -1
- HOMO level (spin up / spin down) (eV) = -4.524 / -4.497
- spin multiplicity = 4

Last column: Löwdin charge in e.
Element x y z (Å)
Ni (0.44970, 0.15214, 0.15252)  0.6396
C (-0.87088, 0.81563, 5.05639)  -0.0503
C (0.11294, 2.52788, 2.73782)  -0.2322
N (1.13342, 0.53977, 2.09835)  -0.3682
N (-1.20481, 0.86667, 1.30281)  -0.1317
C (-0.78400, 0.38558, 3.77507)  -0.4861
B (-2.37937, 0.56087, 0.44079)  -0.7160
N (-2.24123, -1.05729, 0.52722)  0.0205
C (-3.10041, -1.98139, 0.95844)  -0.0840
C (-2.40343, -3.13061, 1.27720)  -0.0678
C (-1.07716, -2.80515, 0.99200)  -0.1519
N (-0.95939, -1.56779, 0.53818)  0.0393
N (-2.03306, 1.11644, -0.98494)  0.0341
C (-2.80733, 1.57687, -1.97976)  -0.0974
C (-1.99656, 2.03949, -2.99469)  -0.0657
C (-0.70010, 1.81159, -2.52565)  -0.1375
N (-0.71620, 1.26842, -1.32386)  0.0273
N (-3.65639, 1.12522, 1.00850)  -0.0108
C (-3.87955, 1.57717, 2.26200)  -0.0632
C (-5.18716, 1.99394, 2.32683)  -0.0738
C (-5.69290, 1.75022, 1.03642)  -0.1750
N (-4.77207, 1.22521, 0.24638)  0.0575
H (-0.32124, 1.77881, 5.19302)  -0.0419
H (1.59388, 3.90091, 2.06990)  0.1138
H (-1.27319, -0.59529, 3.77702)  0.0527
H (-4.15234, -1.75192, 1.02879)  0.1225
H (-2.79175, -4.05864, 1.65770)  0.0870
H (-0.19425, -3.42001, 1.08483)  0.1137
H (-3.87848, 1.55334, -1.87609)  0.1011
H (-2.29691, 2.48405, -3.92731)  0.0872
H (0.24680, 2.01180, -3.00398)  0.1107
H (-3.11862, 1.54047, 3.02675)  0.1048
H (-5.69501, 2.40649, 3.18108)  0.0837
H (-6.68205, 1.94510, 0.65108)  0.0904
C (2.58364, 2.23143, -0.42557)  -0.1629
Si (3.24786, 0.54236, -1.00422)  0.4038
C (4.74168, 0.10709, 0.04379)  -0.1909
C (3.79381, 0.78672, -2.79963)  -0.1591
N (1.93156, -0.59126, -0.91394)  -0.1249
C (1.94524, -1.61785, -1.83924)  -0.3043
C (3.16469, -2.28423, -2.11371)  -0.0745
C (3.34685, -3.18012, -3.14851)  -0.1122
C (2.28769, -3.47587, -3.99623)  -0.1118
C (1.05721, -2.90799, -3.71608)  -0.0421
C (0.86901, -2.04952, -2.64107)  -0.2056
O (-0.39913, -1.52928, -2.44437)  0.0047
C (-1.46200, -2.38200, -2.54220)  -0.2818
C (-2.66183, -1.83132, -2.97232)  -0.0023
C (-3.80066, -2.61767, -3.04263)  -0.0860
C (-3.74969, -3.96363, -2.70608)  -0.1110
C (-2.54402, -4.50859, -2.28589)  -0.0884
C (-1.40231, -3.72746, -2.19660)  -0.0316
H (2.68880, 2.99366, -1.19927)  0.0298
H (3.07872, 2.57567, 0.48266)  0.0125
H (1.50961, 2.19004, -0.19896)  -0.0055
H (5.40994, 0.96758, 0.14960)  0.0280
H (5.32287, -0.71444, -0.38119)  0.0155
H (4.41287, -0.18442, 1.04144)  -0.0066
H (4.87508, 0.93564, -2.86972)  0.0254
H (3.30714, 1.66176, -3.23663)  0.0158
H (3.54213, -0.07826, -3.41503)  0.0185
H (3.99879, -2.05905, -1.46014)  0.0857
H (4.31971, -3.63152, -3.30231)  0.0940
H (2.40687, -4.13690, -4.84436)  0.0894
H (0.20312, -3.12965, -4.34519)  0.1207
H (-2.68766, -0.78466, -3.24004)  0.1014
H (-4.73365, -2.17085, -3.36397)  0.0992
H (-4.63925, -4.57765, -2.76357)  0.0911
H (-2.48829, -5.55370, -2.00651)  0.0998
H (-0.46907, -4.15442, -1.85441)  0.1224
Cl (-0.20801, 1.09351, 2.36462)  0.8926
C (1.31565, 3.31682, 2.95486)  -0.1818
C (1.46042, 4.11207, 4.20054)  -0.0808
C (2.57583, 4.07735, 4.93351)  -0.1005
C (3.69361, 3.19680, 4.68420)  -0.1178
C (3.65820, 2.15953, 3.82447)  -0.6351
Cl (4.98938, 1.01966, 3.85409)  0.6636
C (2.55065, 1.86555, 2.99526)  -0.1323
N (2.42299, 0.62771, 2.39819)  0.0970
H (0.63527, 4.76792, 4.44779)  0.1123
H (2.65561, 4.72813, 5.79635)  0.1000
H (4.57218, 3.29939, 5.30742)  0.0941

(2)
Formula: C33H33BF6O3S
Source: OMol25
Level of theory: ωB97M-V/def2-TZVPD

## Properties
- gap between HOMO and LUMO (eV) = 3.05
- HOMO level (eV) = -5.951

Last column: Löwdin charge in e.
Element x y z (Å)
F (-4.57414, 1.61188, 0.88646)  0.1036
C (-4.79810, 0.35536, 0.36410)  -0.5133
F (-5.91570, -0.13155, 0.96346)  0.1232
F (-5.10027, 0.55328, -0.96138)  0.1111
C (-3.56351, -0.49124, 0.56776)  -0.1368
C (-3.54713, -1.63968, 1.35974)  -0.0143
C (-2.32762, -2.17250, 1.75427)  -0.0041
C (-1.09071, -1.60552, 1.32137)  -0.1935
C (0.14760, -2.01868, 1.91372)  0.0495
C (1.42002, -1.42023, 1.57454)  -0.1645
C (1.57192, -0.01652, 1.39930)  -0.0369
C (2.74508, 0.57968, 0.99236)  -0.0016
C (3.83428, -0.22674, 0.70392)  -0.1289
C (5.04168, 0.45208, 0.12081)  -0.5168
F (5.89752, -0.41079, -0.48745)  0.1209
F (4.69472, 1.39678, -0.81982)  0.1052
F (5.74164, 1.12898, 1.09118)  0.1126
C (3.77292, -1.60808, 0.91050)  -0.0018
C (2.60736, -2.18382, 1.37446)  -0.0058
C (-1.18258, -0.62801, 0.29109)  -0.0009
C (-2.38667, 0.01534, 0.04393)  -0.0074
H (-4.48193, -2.05509, 1.73520)  0.1263
H (-2.28689, -3.05832, 2.38071)  0.1096
H (0.13844, -3.05286, 2.22944)  0.0807
H (0.73982, 0.65572, 1.58342)  0.0936
H (2.80451, 1.67050, 0.84092)  0.1394
H (4.62534, -2.23337, 0.65234)  0.1214
H (2.54696, -3.26517, 1.52173)  0.1065
H (-0.31398, -0.41202, -0.32207)  0.1197
H (-2.42837, 0.93508, -0.53378)  0.1295
C (3.99675, -6.69190, 2.65483)  -0.0496
O (2.60345, -6.39245, 2.41895)  -0.0796
C (2.02800, -5.38289, 3.12910)  -0.2492
C (0.60681, -5.31970, 3.09973)  0.0168
C (-0.05176, -4.36943, 3.86593)  -0.0331
C (0.66640, -3.31704, 4.49332)  -0.1110
B (-0.14217, -2.03452, 5.10715)  -0.9929
C (0.22834, -2.91519, 6.44030)  -0.3525
C (1.25481, -2.65424, 7.33038)  -0.0921
C (0.97882, -2.99661, 8.69185)  -0.1091
C (-0.28784, -3.53229, 8.86342)  -0.5587
C (-0.97134, -3.82738, 10.14753)  -0.1058
S (-1.07416, -3.68615, 7.31679)  1.1134
O (0.55507, -0.84144, 5.29320)  0.1198
C (-0.44847, 0.17287, 5.13983)  -0.4390
C (-0.29174, 1.31025, 6.13301)  -0.0044
C (-0.27647, 0.74094, 3.73056)  -0.0140
C (-1.81140, -0.62112, 5.34777)  -0.4548
C (-2.19166, -0.66025, 6.81847)  -0.0413
C (-2.94919, 0.01221, 4.57272)  0.0059
O (-1.52853, -1.93505, 4.85604)  0.0978
C (2.07218, -3.28155, 4.32837)  -0.0125
C (2.76165, -4.35225, 3.78188)  -0.0065
H (4.15444, -7.59543, 2.06492)  0.0950
H (4.64154, -5.87708, 2.29775)  0.0904
H (4.17871, -6.88720, 3.71964)  0.1020
H (0.09630, -6.04113, 2.45535)  0.1293
H (-1.14654, -4.32670, 3.83206)  0.1274
H (2.20082, -2.22448, 7.04245)  0.1151
H (1.67922, -2.82714, 9.51485)  0.1123
H (-0.22931, -3.87606, 10.94609)  0.0802
H (-1.69261, -3.04072, 10.40170)  0.0832
H (-1.51683, -4.77231, 10.09755)  0.0750
H (-1.00249, 2.10555, 5.85944)  0.0968
H (-0.50962, 0.97515, 7.15488)  0.0792
H (0.71610, 1.73085, 6.06967)  0.0954
H (-0.99586, 1.52149, 3.42333)  0.1062
H (0.73738, 1.14766, 3.61952)  0.0979
H (-0.36844, -0.09542, 3.04004)  0.0490
H (-2.54470, 0.32433, 7.14226)  0.0947
H (-3.01673, -1.35403, 6.99102)  0.0899
H (-1.38577, -0.96173, 7.49453)  0.0770
H (-2.93161, 1.10087, 4.74577)  0.0983
H (-2.86118, -0.18914, 3.49545)  0.0738
H (-3.91128, -0.37629, 4.92496)  0.0968
H (2.63251, -2.40760, 4.69721)  0.1429
H (3.86247, -4.35404, 3.77113)  0.1190

(3)
Formula: C33H33Br2F3MnN4O6PS4SbSe
Source: OMol25
Level of theory: ωB97M-V/def2-TZVPD

## Properties
- gap between HOMO and LUMO (spin up / spin down) (eV) = 5.07 / 5.27
- <S²> = 0.823
- total charge = +2
- HOMO level (spin up / spin down) (eV) = -12.468 / -12.485
- spin multiplicity = 2

Last column: Löwdin charge in e.
Element x y z (Å)
Mn (-12.00652, -18.48302, 3.55421)  0.1374
C (-9.00907, -20.34909, 3.24362)  -0.0761
C (-10.33028, -21.04032, 3.14414)  -0.2849
C (-10.31796, -22.42516, 2.94642)  0.0146
C (-11.48417, -23.11206, 2.73148)  0.0166
C (-12.71972, -22.47360, 2.85886)  -0.1928
C (-13.99938, -23.07074, 2.72980)  -0.6175
Br (-14.18746, -24.90558, 2.36166)  0.8448
C (-15.14884, -22.27469, 2.68116)  -0.1386
C (-15.04948, -20.87898, 2.55316)  -0.5113
Br (-16.57577, -19.91445, 1.84173)  0.8569
C (-13.85275, -20.19997, 2.70385)  -0.3998
O (-13.72859, -18.89134, 2.62566)  -0.2658
C (-12.71066, -21.04845, 2.95942)  -0.1233
N (-11.51353, -20.40057, 3.22040)  0.0243
H (-8.53181, -20.50549, 2.27951)  0.0998
H (-8.41718, -20.81812, 4.06526)  0.1065
H (-9.04120, -19.24406, 3.32150)  -0.0271
H (-9.38950, -22.94631, 2.86245)  0.1266
H (-11.50758, -24.15446, 2.43442)  0.1000
H (-16.08401, -22.74798, 2.64512)  0.0870
F (-6.10053, -14.85056, 10.80534)  0.1129
C (-6.91475, -15.32552, 9.87584)  -0.2355
C (-8.31645, -15.16969, 9.99848)  0.0253
C (-9.08918, -15.47309, 8.89949)  -0.1062
C (-8.50367, -16.03027, 7.72237)  -0.3399
C (-7.15011, -16.35434, 7.67310)  -0.1042
C (-6.35928, -15.94792, 8.73759)  0.0212
Sb (-9.80664, -16.05453, 6.03153)  1.4029
C (-11.57029, -14.99279, 6.66895)  -0.3396
C (-11.65224, -13.58193, 6.55478)  -0.1250
C (-12.76192, -12.93496, 7.01738)  -0.0006
C (-13.77446, -13.69777, 7.54067)  -0.2760
F (-14.89283, -13.07547, 7.89634)  0.1102
C (-13.74415, -15.05597, 7.61213)  0.0231
C (-12.61924, -15.73669, 7.18658)  -0.1270
C (-8.79549, -15.00995, 4.49197)  -0.3894
C (-8.37219, -15.68728, 3.35651)  -0.1363
C (-7.69010, -15.01515, 2.28451)  0.0400
C (-7.54196, -13.65638, 2.42726)  -0.2645
F (-7.03642, -13.02018, 1.37224)  0.1039
C (-7.94003, -12.96128, 3.58470)  0.0138
C (-8.54789, -13.65546, 4.60706)  -0.1512
H (-8.78940, -14.89641, 10.91949)  0.1235
H (-10.14665, -15.32315, 8.92522)  0.0848
H (-6.69026, -16.80968, 6.83180)  0.1051
H (-5.29196, -16.05548, 8.75483)  0.1254
H (-10.82614, -12.97300, 6.16561)  0.0967
H (-12.81610, -11.85241, 6.88794)  0.1410
H (-14.57830, -15.54219, 8.06851)  0.1349
H (-12.50855, -16.81967, 7.27843)  0.0642
H (-8.53614, -16.75048, 3.22298)  0.0444
H (-7.36109, -15.59272, 1.44335)  0.1278
H (-7.63257, -11.94118, 3.80683)  0.1357
H (-8.71597, -13.12464, 5.56906)  0.1201
Se (-10.83426, -17.67782, 1.60785)  0.4724
S (-13.51537, -18.72451, 5.65762)  0.7357
C (-13.66917, -20.29126, 6.25692)  -1.1127
N (-12.74350, -21.21491, 6.26622)  -0.0155
C (-13.08228, -22.47082, 6.93399)  -0.1861
C (-14.27092, -22.13006, 7.82359)  -0.3248
S (-15.15713, -20.74759, 6.88620)  1.0020
H (-11.78252, -21.00232, 6.04750)  0.1026
H (-12.21905, -22.78235, 7.50166)  0.1266
H (-13.34542, -23.27335, 6.23840)  0.1263
H (-13.97366, -21.71691, 8.81412)  0.1016
H (-14.93199, -22.95472, 7.99861)  0.0778
N (-11.34765, -14.46001, 2.63024)  0.1395
C (-12.76446, -14.18972, 3.12534)  -0.1616
P (-13.62899, -15.73728, 3.42498)  0.4893
O (-14.88820, -15.69935, 4.23496)  -0.2882
O (-12.41839, -16.57108, 3.90239)  -0.5886
C (-14.21317, -16.18148, 1.69813)  -0.1845
N (-15.45789, -16.92953, 1.96020)  0.0953
H (-10.63389, -13.94165, 3.18959)  0.1329
H (-11.25116, -14.27454, 1.63590)  0.1524
H (-11.19460, -15.52696, 2.68766)  0.0065
H (-13.28394, -13.52944, 2.38808)  0.1294
H (-12.70260, -13.69647, 4.07899)  0.0803
H (-13.46498, -16.79675, 1.18278)  0.0510
H (-14.37926, -15.26563, 1.11973)  0.1126
H (-15.86301, -16.54594, 2.83669)  0.1332
H (-15.21719, -17.91916, 2.07811)  0.0121
H (-16.11372, -16.86604, 1.21715)  0.1379
O (-7.32284, -20.05357, 6.92277)  -0.2153
S (-8.62609, -19.93996, 7.46198)  0.5872
O (-8.82277, -19.18627, 8.62965)  -0.2102
O (-9.68786, -20.78838, 6.97233)  -0.3064
S (-10.21230, -18.18379, 5.26322)  0.2503